Computed, not measured: a structure of composition C27H16F12N2O6Pd in a non-equilibrium geometry, with ωB97M-V/def2-TZVPD.

Geometry as ORCA input:
```
! RIJCOSX wB97M-V def2-TZVPD def2/J DEFGRID3
* xyz -2 1
Pd -0.08195 0.02908 -0.48886
C -3.05773 -3.19829 4.99313
C -2.13742 -2.49395 4.03896
C -0.75477 -2.49786 4.18951
C 0.04739 -1.80769 3.31302
C -0.48014 -1.02976 2.25590
N 0.35894 -0.34078 1.43930
C 1.54614 0.15351 1.89476
C 1.60314 0.71351 3.18996
C 2.75443 1.23874 3.71805
C 3.93028 1.23916 2.97442
C 5.20143 1.83363 3.50985
C 3.89290 0.71325 1.69084
C 2.74343 0.17435 1.13100
C 2.78721 -0.36861 -0.30903
O 1.71696 -1.04596 -0.74506
C 3.99265 -1.34374 -0.48057
F 3.90340 -2.05820 -1.60178
F 4.05655 -2.22455 0.53310
F 5.22776 -0.78390 -0.52791
C 3.01086 0.86077 -1.25460
F 2.02652 1.75649 -1.03288
F 2.97517 0.53815 -2.54771
F 4.16598 1.54635 -1.07818
C -1.89016 -1.07640 2.07896
C -2.66970 -1.81698 2.95075
C -2.53861 -0.34554 0.90086
O -1.87537 0.71722 0.42687
C -2.73259 -1.41945 -0.23342
F -1.61732 -2.17572 -0.38674
F -2.98790 -0.86448 -1.41611
F -3.71827 -2.31991 -0.01353
C -3.95471 0.20877 1.26924
F -3.92567 0.92395 2.40574
F -4.40560 1.02383 0.31427
F -4.96513 -0.67969 1.45188
H -2.52680 -3.51232 5.88854
H -3.49915 -4.07808 4.52352
H -3.86930 -2.53294 5.28441
H -0.30141 -3.06145 4.99816
H 1.12350 -1.85009 3.41609
H 0.68516 0.73613 3.76012
H 2.74750 1.64190 4.72288
H 5.22956 1.78250 4.59791
H 5.27552 2.88242 3.21486
H 6.06558 1.30987 3.10555
H 4.80811 0.73032 1.11976
H -3.73341 -1.88773 2.78969
O -0.62308 1.87803 -1.94886
C -0.78780 1.00967 -2.82741
O -0.52637 -0.20608 -2.63198
C -1.35051 1.37465 -4.17700
C -2.71564 1.65477 -4.26875
C -3.29335 1.87868 -5.51213
C -2.52894 1.84557 -6.65795
C -1.14920 1.59828 -6.56859
C -0.56594 1.35920 -5.31431
N -0.37893 1.58657 -7.73326
O 0.86627 1.50737 -7.64739
O -0.96573 1.66502 -8.84227
H -3.31170 1.67939 -3.36873
H -4.35719 2.07283 -5.57960
H -2.95780 2.00453 -7.63587
H 0.49296 1.15167 -5.26135
*
```

Calculated values
- DFT total energy (Eh) = -2925.7829